1.
# C6H9NO2

A cluster of 2 separate species, C6H9NO2 in total in a non-equilibrium geometry (ωB97M-V/def2-TZVPD, the OMol25 dataset).

Element x y z (Å)
O -1.13 2.31 -0.15
O 0.84 1.68 -1.96
N 0.08 -0.45 -2.70
C 0.28 0.45 -1.98
C 0.98 -1.32 0.13
C -1.39 -0.92 0.78
C -0.47 1.50 0.37
C -0.09 -0.26 0.33
C 0.42 0.86 1.28
H 0.15 0.88 2.34
H 0.30 2.24 -2.54
H 1.45 1.12 1.08
H -2.13 -0.23 1.18
H 1.19 -1.85 1.07
H -1.82 -1.44 -0.08
H 0.64 -2.08 -0.57
H -1.22 -1.60 1.61
H 1.92 -0.90 -0.21

Summary:
Kohn-Sham gap: 8.62 eV
LUMO energy: 0.417 eV
total charge: 0
max |F|: 3.5 eV/A
structure (SMILES): CC1(C)CC1=O.N#CO
energy above the lowest of the compared OMol25 structures with the same formula, charge and spin: 5.172 eV

***

2.
# C6H9NO2

The molecule C6H9NO2 in a non-equilibrium geometry (ωB97M-V/def2-TZVPD, the OMol25 dataset).

Element x y z (Å)
O 1.03 -1.54 0.15
O 2.84 -0.37 -0.32
N 0.77 0.72 -0.03
C -1.20 -2.21 -0.41
C -0.54 0.64 0.31
C 1.39 2.05 -0.22
C 1.67 -0.36 -0.11
C -0.27 -1.57 0.59
C -1.62 1.40 0.36
H 2.27 1.75 -0.89
H 0.82 2.76 -0.76
H -0.89 -3.26 -0.38
H -2.29 -2.10 -0.20
H -1.02 -1.75 -1.33
H -0.17 -1.92 1.67
H -1.90 2.38 -0.01
H -2.57 0.94 0.91
H 1.68 2.45 0.68

Summary:
Kohn-Sham gap: 9.52 eV
LUMO energy: 0.900 eV
total charge: 0
max |F|: 4.5 eV/A
energy above the lowest of the compared OMol25 structures with the same formula, charge and spin: 3.667 eV

***

3.
# C6H9NO2

The molecule C6H9NO2 in a non-equilibrium geometry (ωB97M-V/def2-TZVPD, the OMol25 dataset).

Element x y z (Å)
O 2.56 0.26 -0.70
O 2.37 -1.77 -2.27
N -1.67 -1.00 2.55
C -1.97 -0.58 1.26
C 0.36 -0.04 -1.65
C -1.19 0.70 0.52
C 1.89 -0.69 -1.65
C 0.24 0.10 0.01
C 1.62 1.00 0.19
H 0.50 1.05 -2.03
H -0.53 -0.69 -2.05
H -1.10 1.63 1.24
H 1.81 0.94 1.35
H -2.28 -1.82 2.81
H -2.83 -1.20 0.71
H 0.37 -0.99 0.45
H 1.66 2.08 -0.29
H -1.80 1.02 -0.46

Summary:
Kohn-Sham gap: 10.87 eV
LUMO energy: 0.597 eV
total charge: 0
max |F|: 9.3 eV/A
structure (SMILES): [H]/N=C/C[C@@H]1COC(=O)C1
energy above the lowest of the compared OMol25 structures with the same formula, charge and spin: 5.323 eV

***

4.
# C6H9NO2

The molecule C6H9NO2 (ωB97M-V/def2-TZVPD, the OMol25 dataset).

Element x y z (Å)
O 0.42 -0.29 -1.19
O -0.97 -1.59 1.78
N 0.55 0.95 2.21
C 1.52 1.82 -0.69
C 0.32 0.29 1.00
C -1.69 -1.51 -1.20
C -0.31 -1.34 -0.57
C 0.75 0.62 -0.24
C -0.39 -0.96 0.91
H 0.89 2.71 -0.65
H -1.60 -1.81 -2.23
H 1.86 1.67 -1.71
H 0.54 1.96 2.15
H 0.27 -2.27 -0.68
H -2.24 -2.26 -0.64
H 2.37 1.98 -0.03
H -2.23 -0.56 -1.15
H -0.05 0.59 2.94

Summary:
Kohn-Sham gap: 8.76 eV
LUMO energy: 0.793 eV
total charge: 0
max |F|: 0.8 eV/A
structure (SMILES): CC1=C(N)C(=O)[C@@H](C)O1
energy above the lowest of the compared OMol25 structures with the same formula, charge and spin: 0.469 eV

***

Number 1: electronic energy -439.08629 Eh. Number 2: electronic energy -439.14161 Eh. Number 3: electronic energy -439.08074 Eh. Number 4: electronic energy -439.25911 Eh.